{"formula": "C26H67ClN22O16P", "method": "ωB97M-V/def2-TZVPD", "molar_mass_g_mol": 1010.39, "fmax_ev_per_a": 4.9, "lumo_energy_ev": -4.273, "charge": 1, "symbols": ["H", "H", "H", "C", "H", "H", "H", "H", "H", "N", "H", "H", "H", "H", "H", "C", "H", "C", "N", "H", "C", "H", "H", "C", "C", "H", "C", "C", "H", "N", "H", "H", "H", "O", "N", "C", "H", "H", "O", "N", "O", "H", "H", "N", "H", "H", "H", "C", "N", "O", "O", "O", "C", "C", "O", "H", "Cl", "C", "C", "H", "H", "C", "H", "H", "H", "N", "H", "H", "H", "H", "H", "H", "N", "H", "O", "N", "O", "H", "N", "C", "H", "H", "O", "N", "N", "C", "C", "N", "C", "H", "N", "O", "H", "H", "H", "N", "C", "C", "H", "H", "H", "P", "O", "H", "C", "O", "H", "O", "H", "H", "H", "N", "H", "H", "N", "N", "C", "C", "N", "H", "H", "H", "N", "H", "H", "C", "C", "H", "H", "O", "H", "O", "N"], "positions_angstrom": [[-4.6826, 0.1155, -4.2217], [1.8298, 2.4906, 1.9473], [-3.5854, -6.5829, 9.1912], [2.1876, 1.9747, 3.8747], [7.6507, 2.4449, -6.8761], [-0.0467, 0.5741, 0.6408], [7.8383, 3.3904, -8.3132], [-0.7480, 5.5649, -2.3774], [-0.7698, 3.6346, 0.0783], [-3.3862, -5.7235, 8.7143], [4.0587, -3.3655, 0.2202], [3.9302, 1.6808, -4.4892], [0.0005, -5.6688, 7.8367], [4.4239, -1.6095, 0.2429], [3.3613, -0.0292, -3.9654], [-4.1998, -4.6289, 8.7498], [4.1420, 2.2743, -7.1573], [4.5518, -2.5534, -1.8259], [-0.6201, 0.7705, -2.4160], [-1.0155, -1.5115, -0.8029], [-8.4486, -2.4459, 10.8516], [-0.8144, 11.3018, -3.4103], [-1.8997, -1.8051, -4.5113], [0.6448, 10.0272, -4.1946], [-1.0416, -5.7077, 6.0187], [-0.0943, -0.8350, -5.5370], [1.1910, 1.8952, -3.7676], [0.3305, 1.8056, -2.5672], [-4.2017, -3.0705, 3.2383], [2.1262, 2.8560, 2.8376], [3.1025, 7.8374, -4.2682], [0.5825, 5.5575, -1.1720], [-1.6555, 3.3501, -1.4516], [1.8324, -6.5422, -0.5933], [3.9317, -7.1769, -1.1604], [-1.8564, -1.2888, -3.5111], [6.0789, -0.1646, -1.3989], [-9.6162, -3.3690, 9.4755], [2.6034, 4.8367, -3.3311], [-1.9191, -1.0708, -0.5643], [5.4264, 3.5136, -8.8787], [3.5948, 7.5633, -2.0148], [3.5040, -2.1631, -2.0279], [2.5917, 2.5087, 5.0590], [1.9574, 2.7168, -3.8638], [-1.0663, 5.9337, -0.5602], [-5.7014, -0.5401, 0.3713], [-2.4601, -3.7006, 2.4413], [-5.3289, -4.7797, 9.4926], [-0.8434, 1.1185, 0.4650], [-1.7949, -6.3462, 5.2985], [-7.4164, -2.4830, 10.2007], [1.0869, 0.9345, -4.8756], [2.0380, 1.0603, -6.1029], [-2.2014, -2.6555, 1.8396], [-2.5398, -5.6488, 8.1734], [1.7937, 2.5169, -0.2343], [5.8788, 0.4537, -3.5350], [2.9133, 6.0275, -3.2554], [-2.0103, -1.1856, 0.4653], [2.8313, 3.4745, 5.1834], [-0.6776, 3.7446, -1.0402], [-5.5637, -5.6216, 9.9836], [5.5065, 1.7974, -6.2043], [0.3008, 9.2175, -6.0195], [-7.6727, -2.0933, 0.6727], [-8.3741, -2.7988, 0.8158], [-1.8383, -5.6453, 2.8887], [-0.9821, 10.2500, -5.4884], [-1.4950, -2.0751, -2.7834], [-0.8048, -4.7083, 1.8579], [0.0522, -3.9448, 6.2536], [3.3385, 6.5964, -2.0986], [-0.9504, -7.0790, 7.5126], [-3.9313, -3.5952, 8.1589], [-8.5112, -1.8941, 12.0931], [3.2790, 0.4192, -6.0613], [-4.4852, -1.7342, 0.6867], [-0.0882, 9.8268, -5.3213], [-6.3715, -2.4764, 0.8019], [0.5903, 11.0312, -2.4364], [5.6666, 1.5341, -3.2484], [-3.1700, -0.8524, -3.2014], [-3.5729, -3.8532, 3.1877], [-1.6459, -4.7841, 2.4038], [0.5892, 2.9554, -1.5632], [0.0422, -0.0939, -4.7064], [-0.5660, -4.4854, 5.6779], [5.9010, 2.9397, -7.9145], [1.1656, 3.7546, -2.1135], [2.8564, 6.8635, -4.3111], [5.5646, -1.8275, -2.5098], [4.3710, -0.2115, -1.9911], [-9.3479, -1.8529, 12.6444], [-5.9578, -3.9907, 9.5439], [-9.6242, -2.9530, 10.3905], [4.7259, -2.5794, -0.2495], [-3.5841, 0.2711, -4.0079], [-2.9892, 0.4185, -4.9458], [2.5454, 6.4774, -5.1856], [1.6595, -5.8225, -2.9615], [-1.6450, 0.6297, -0.9415], [-6.0460, -3.6170, 1.0781], [4.6664, -7.2668, -1.8373], [3.8836, 0.5801, -4.7660], [5.2373, 0.1242, -4.7684], [3.3950, 6.0039, -1.2885], [1.7335, 9.4993, -4.0149], [2.6483, 1.8866, 5.8465], [-3.5492, 1.1861, -3.3374], [5.7771, -2.8840, 0.0143], [2.5480, -6.2240, -2.7193], [3.2581, -6.2963, -3.4243], [-7.9604, -1.1599, 0.4464], [0.0764, 10.8587, -3.2829], [5.1346, 2.2761, -7.0041], [-0.7736, -0.1401, -3.4777], [-0.5163, 5.3115, -1.3083], [-0.6172, -6.1738, 7.2281], [4.5366, -3.6357, -2.1457], [2.3562, 3.8292, 2.9149], [-0.8608, -4.1110, 4.7912], [7.2400, 2.9116, -7.6629], [-3.8013, -4.6952, 3.6856], [7.0025, 0.3941, -3.6257], [2.7104, -6.6412, -1.4332], [5.4407, -0.4151, -2.3040], [-7.6612, -1.5088, 12.4665], [-10.4826, -2.9325, 10.9085], [1.7332, 1.7208, -7.0498], [4.0919, -7.4972, -0.2211], [1.9009, 0.7954, 3.7478], [-5.4581, -1.4859, 0.5992]], "atomic_forces_ev_per_a": [[1.32, 0.09, -0.08], [-0.03, 0.19, 0.46], [-0.08, 0.07, -0.02], [-0.02, -0.15, 0.12], [-0.05, -0.01, -0.05], [-0.38, 0.27, 0.33], [-0.07, -0.07, 0.06], [-0.03, -0.07, 1.11], [0.18, -0.20, -1.21], [0.46, -0.18, -0.11], [0.60, 0.79, -0.77], [-0.41, -1.01, -0.29], [0.00, 0.00, -0.07], [0.63, -0.88, -0.55], [0.06, 0.77, -1.00], [-0.18, 0.09, 0.05], [0.15, -0.04, -0.18], [-0.88, -1.00, 1.51], [2.90, -0.85, -2.35], [-0.61, -0.57, 0.43], [0.05, 0.00, -0.03], [0.05, -0.02, -0.03], [0.59, 0.86, 0.68], [-0.05, 0.08, -0.02], [0.04, 0.21, -0.31], [-0.16, 0.74, 1.18], [-1.27, -1.41, -0.24], [1.58, -0.09, -1.86], [-0.05, -0.17, -0.04], [-0.05, 0.03, -0.37], [-0.31, 0.07, 0.05], [-1.17, -0.16, -0.09], [1.19, 0.38, 0.22], [0.03, 0.11, -0.07], [0.31, -0.11, 0.28], [0.21, -0.30, 0.55], [-0.61, 0.21, -1.10], [-0.01, 0.06, 0.09], [-0.20, -0.46, 0.17], [2.31, 1.36, -1.15], [0.03, -0.02, 0.07], [-0.08, -0.01, -0.10], [1.09, -0.12, -0.12], [0.10, -0.06, 0.40], [-1.13, -0.71, 0.51], [0.15, -0.63, -0.89], [-0.04, -0.06, 0.02], [-0.43, -0.45, 0.22], [-0.37, 0.29, 0.05], [0.52, -0.78, -2.29], [-0.07, -0.07, -0.05], [0.03, -0.11, 0.01], [-1.60, -0.39, 2.92], [0.34, -0.03, -0.05], [0.11, 0.37, -0.26], [-0.18, -0.04, 0.08], [-0.61, -0.08, -1.23], [0.48, 0.27, 1.42], [0.13, 0.58, -0.35], [-0.04, -0.01, -0.40], [-0.02, -0.05, -0.03], [-0.41, 0.65, 1.07], [0.07, 0.02, -0.05], [0.12, -0.14, -0.20], [-0.06, 0.10, 0.04], [-0.46, -0.06, -0.02], [0.08, 0.08, -0.01], [-0.03, 0.08, 0.15], [0.06, 0.01, 0.02], [-0.93, 0.82, -0.63], [-0.10, -0.09, 0.01], [-0.09, -0.02, 0.02], [0.02, -0.28, 0.53], [0.16, 0.03, -0.10], [0.11, -0.09, -0.03], [0.21, 0.20, 0.33], [-1.04, 0.53, 1.29], [-0.07, -0.03, -0.02], [0.01, -0.26, -0.33], [0.07, -0.13, 0.00], [-0.06, 0.02, -0.10], [0.12, -1.05, -0.32], [1.13, 0.25, -0.37], [-0.08, 0.43, 0.15], [0.56, 0.02, -0.20], [-0.59, 1.19, -0.41], [0.95, 1.90, 1.22], [0.10, 0.23, -0.29], [-0.12, 0.16, -0.16], [-0.34, -1.27, 0.21], [0.11, -0.41, -0.30], [-0.74, 0.37, -0.25], [0.97, 0.08, -0.44], [0.03, -0.01, -0.06], [-0.02, -0.01, 0.11], [-0.22, -0.22, -0.32], [-0.19, -0.25, 0.04], [-1.18, 0.57, 0.74], [-0.55, -0.24, 0.78], [0.07, 0.06, 0.07], [0.08, -0.11, 0.02], [-3.23, 0.31, 3.66], [-0.05, 0.01, 0.03], [-0.06, -0.02, 0.01], [0.96, -0.18, 1.75], [-0.66, 0.36, -0.41], [0.06, 0.08, -0.08], [0.08, 0.06, 0.04], [-0.01, 0.08, -0.08], [0.23, -0.76, -0.97], [-0.96, 0.58, -0.24], [-0.21, 0.34, -0.44], [-0.03, -0.05, 0.04], [0.04, -0.04, 0.02], [0.06, 0.11, 0.40], [-0.24, 0.21, 0.20], [1.08, -0.10, -2.56], [1.11, -0.74, -0.21], [-0.09, -0.36, 0.41], [0.40, 1.27, -0.10], [-0.01, -0.05, 0.04], [0.02, 0.00, 0.09], [0.46, 0.12, -0.05], [0.09, -0.01, -0.02], [-1.31, -0.25, -0.46], [-0.08, -0.10, 0.26], [-0.21, -0.09, 0.89], [-0.09, -0.04, -0.04], [0.06, 0.02, -0.01], [-0.07, -0.60, 0.58], [-0.02, 0.01, -0.11], [0.00, 0.05, -0.11], [0.49, 0.20, 0.00]]}

***

{"formula": "C26H67N5O8", "method": "ωB97M-V/def2-TZVPD", "molar_mass_g_mol": 577.85, "fmax_ev_per_a": 4.2, "smiles": "COC[C@H](C)N.COC[C@H](C)N.COCCNCCOC.COCCNCCOC.COCCNCCOC", "lumo_energy_ev": 0.561, "de_lowest_kcal_mol": 115.35, "symbols": ["H", "C", "H", "H", "C", "C", "H", "H", "H", "O", "H", "H", "H", "H", "C", "H", "C", "C", "H", "O", "H", "C", "H", "C", "H", "H", "H", "H", "H", "C", "H", "H", "C", "C", "C", "C", "H", "H", "H", "H", "H", "H", "H", "H", "H", "H", "O", "H", "H", "C", "H", "H", "H", "H", "C", "H", "H", "H", "C", "N", "H", "O", "O", "H", "N", "N", "H", "H", "H", "O", "C", "C", "H", "H", "C", "C", "C", "C", "H", "C", "H", "N", "H", "H", "H", "C", "H", "C", "O", "H", "H", "H", "H", "H", "H", "H", "H", "H", "O", "H", "C", "H", "H", "H", "H", "N"], "positions_angstrom": [[0.2771, 1.9951, 8.0579], [-7.0123, -2.5570, -1.6318], [-6.7915, -1.5136, -1.8572], [-5.5264, -8.2989, 8.1515], [-8.0276, -1.0816, 1.0081], [-2.8107, 5.3246, 6.1026], [-3.2776, -1.6306, 6.0534], [-8.8200, -2.8598, 0.3449], [-3.2908, 2.3492, 3.2164], [-9.1574, 2.8144, 9.5805], [-3.3858, 5.2227, 7.0229], [-4.3368, -2.2206, 3.6338], [-7.6541, 3.8952, 9.9721], [-8.9409, -0.8337, 1.5489], [-5.9944, -7.4230, 7.7022], [-3.4749, 3.1003, 1.6705], [-4.7977, -3.0890, 4.1046], [-5.5870, 4.4467, 9.7014], [-5.8427, -2.7942, 4.0088], [-1.2286, 3.5164, 7.9166], [-6.0173, 4.7972, 11.8145], [-5.3870, 5.2166, 11.0304], [-3.9623, 1.0195, 5.3319], [-0.5530, 4.4145, 7.1401], [-6.5386, -2.2316, 9.0260], [-9.7199, 1.2456, 10.9214], [-6.2909, -3.1108, -2.2327], [-1.2426, 1.7543, 9.0094], [-5.0642, 6.9911, 12.5833], [-5.6322, -0.3958, 1.1683], [-4.7798, -3.9540, 3.4417], [-0.0908, 3.9585, 6.2645], [-4.7750, -0.9494, 7.9880], [-4.5626, 0.4373, 1.9843], [-7.8368, -2.5144, 0.6645], [-5.2648, -5.4980, 6.2074], [-5.2699, -1.5956, 7.2631], [-3.3714, -5.0095, 5.3595], [-5.7676, 0.1488, 0.2339], [-7.8525, -7.8546, 8.7778], [-3.2333, 6.2688, 5.7590], [-5.0653, 3.4898, 9.7216], [-0.4760, 5.5578, 4.9530], [-4.4543, 0.0483, 2.9968], [-3.7093, -4.1766, 6.8748], [-4.8554, -5.8308, 8.1115], [-6.8080, -6.3401, 9.7403], [-6.4378, -1.1077, 10.3460], [-7.7749, -7.0954, 11.3366], [-4.4437, 0.8125, 6.2877], [-7.5650, -5.3340, 11.4669], [-8.2357, -0.3454, 0.2317], [-6.9578, 3.4543, 7.3488], [-8.7522, -5.9502, 10.3547], [-8.6644, 2.7687, 8.2155], [-4.9791, 4.8695, 8.9016], [-10.6197, 1.4580, 9.5266], [-1.4968, 6.7284, 5.1253], [-6.6962, -1.1859, 9.2900], [-2.7740, -0.8681, 6.4834], [-4.7161, 1.8075, 6.6396], [-5.7289, -0.2693, 8.7168], [-4.4460, -3.2247, 5.4240], [-8.0308, -2.7485, -1.9696], [-6.9311, -0.5144, 1.8919], [-7.0180, 4.2081, 9.2527], [-3.0519, 4.4817, 5.4548], [-3.0850, 0.5484, 7.8707], [-5.5829, 8.3762, 11.5166], [-5.8767, 6.5467, 10.7711], [-0.5210, 2.4749, 8.6244], [-5.7967, 7.3671, 11.8690], [-2.3490, -0.3195, 5.7495], [-5.4074, 0.3681, 6.0389], [-3.6986, -0.0570, 7.2035], [-9.5840, 1.4803, 9.8657], [-7.2011, 3.0902, 8.3470], [-7.7711, -6.1568, 10.7824], [-5.1694, -1.3612, 0.9637], [-4.1502, -4.5091, 5.9350], [-8.8315, 1.9100, 7.5654], [-5.0268, -6.4440, 7.3274], [-7.0284, 0.3137, 2.4618], [-7.7237, -0.8570, 9.1350], [-6.1005, -4.8415, 6.4493], [-1.3908, 5.5872, 6.6385], [-4.5659, 3.5602, 2.9883], [-7.2516, -6.9674, 8.5783], [-6.8588, -2.9761, -0.2615], [-7.9027, -6.2919, 8.0235], [0.2511, 4.9202, 7.6747], [-6.7056, 2.1617, 8.6308], [-7.6297, -3.1053, 1.5567], [-6.5155, -7.5759, 6.7571], [-4.2549, -1.7454, 8.5209], [-4.3266, 5.3030, 11.2674], [-3.5524, 0.2842, 1.6049], [-0.2388, 2.9364, 9.5707], [-5.0306, 1.7994, 2.0921], [-1.4295, 6.1135, 7.5922], [-4.0423, 2.7255, 2.5223], [-6.7450, 7.3454, 12.4059], [-9.1643, 3.5907, 7.7031], [-5.6489, -5.9290, 5.2829], [-9.1444, 0.6490, 9.3144], [-0.6956, 6.3168, 5.5822]], "atomic_forces_ev_per_a": [[0.02, 0.18, 0.04], [-0.02, -0.24, 0.52], [-0.01, 0.33, 0.60], [-0.11, -0.02, -0.19], [1.20, 3.51, 1.90], [-0.63, 0.10, 2.55], [0.07, -0.28, -0.33], [-0.29, -0.19, -0.39], [-0.24, -0.46, 0.30], [-0.04, -2.74, -0.85], [-0.53, -0.70, -0.02], [0.78, -0.21, 0.07], [0.49, 0.78, 1.12], [-0.26, -1.20, 0.53], [-2.56, 0.97, -0.45], [-0.01, 0.10, -0.24], [-1.88, 0.78, -1.77], [-0.67, -1.15, -0.14], [-0.50, 0.01, 0.33], [-1.41, -1.42, 0.52], [0.34, -0.34, 0.31], [-1.45, 0.74, -2.19], [0.39, -0.21, -0.01], [1.34, 0.48, -1.26], [-0.06, 0.10, -0.50], [0.84, 0.33, 0.18], [-0.18, -0.32, 0.20], [-0.25, -0.20, -0.82], [0.47, 0.37, 0.07], [0.57, 1.15, 1.37], [0.85, -0.38, 0.28], [0.21, -0.60, -0.28], [2.01, -0.92, -1.60], [-1.56, -0.40, 0.21], [-0.74, -1.28, -0.23], [-2.19, 0.65, 0.32], [-0.24, 0.31, -0.87], [0.24, 0.17, -0.25], [0.03, -0.03, -0.38], [0.01, -0.34, 0.21], [0.16, -0.03, -0.61], [-0.03, -0.60, 0.82], [0.59, -0.01, -0.62], [-0.39, -0.21, 0.36], [0.20, -0.72, 0.35], [0.37, -0.13, 0.37], [0.57, 0.98, 0.98], [-0.61, -0.29, 0.34], [-0.44, 0.04, 0.30], [-1.93, 1.86, -1.37], [0.64, 0.00, -0.32], [0.62, -0.45, -1.24], [0.84, -0.55, -0.30], [-0.21, -0.14, -0.04], [0.06, 2.54, 0.50], [-0.53, 0.94, -0.14], [-0.42, -0.26, -0.22], [0.46, 0.78, -0.44], [1.27, 0.88, 1.00], [0.57, -1.49, 0.04], [0.11, 0.04, 0.54], [-0.88, 0.04, 0.04], [-0.11, -0.62, 0.51], [-0.10, -0.18, -0.11], [1.57, -1.53, -1.09], [0.98, 0.26, 0.45], [0.53, 0.10, -0.14], [-0.33, 0.05, 0.54], [0.10, 0.05, 0.32], [0.48, -1.20, -1.05], [-0.81, 1.41, 0.56], [-0.36, 0.25, 0.77], [0.09, -0.04, -0.02], [-0.11, -0.18, -0.24], [-0.96, -0.10, 1.72], [-2.35, 0.20, 0.26], [0.27, 0.54, -1.37], [-0.04, -0.78, -0.72], [-0.30, -0.15, -0.04], [1.54, -0.15, 0.88], [-0.20, -0.56, 0.78], [1.57, 1.70, -0.25], [-0.97, 0.07, -0.43], [0.22, -0.03, -0.28], [-0.52, 0.29, 0.35], [-0.91, -0.76, 0.27], [0.05, -0.02, 0.00], [1.12, -0.22, -0.55], [0.27, 1.13, -0.72], [-0.02, 0.25, -0.33], [0.46, -0.19, 0.28], [0.65, -0.04, -0.05], [0.14, 0.32, 0.20], [0.10, -1.32, -0.14], [0.48, 0.29, 1.04], [0.05, -0.41, 0.29], [0.01, 0.61, -0.82], [1.10, 0.00, -0.06], [0.84, -0.78, -0.07], [-0.67, 1.06, -0.39], [-0.19, 0.22, -0.36], [-0.28, 0.30, 0.19], [-0.06, 0.21, 0.00], [0.51, -0.83, -0.01], [0.83, 0.39, 0.22], [0.30, -0.25, 0.41]]}

***

| no. | HOMO-LUMO gap (eV) |
| --- | --- |
| 1 | 6.08 |
| 2 | 8.80 |